1.
The following is a DFT calculation (ωB97M-V/def2-TZVPD) of 5 unconnected molecules or ions with the total composition C20H34O15S.

Results
HOMO-LUMO gap (Ha): 0.394
HOMO level (hartree): -0.38308
2S+1: 1
LUMO level (eV): 0.298
Energy (a.u.): -2309.32353

Last column: Löwdin charge in e.
Geometry (Å):
C: 1.85530 2.45274 -1.50469  -0.0849
C: 0.77269 2.96345 -2.47027  -0.2451
C: -0.44879 3.54311 -1.75452  -0.1952
C: -1.37778 2.45240 -1.21440  -0.2359
O: -2.77658 2.82023 -1.37197  -0.3591
S: -3.40414 2.22094 -2.74844  0.8688
O: -3.73167 0.84221 -2.51572  -0.3872
O: -4.75418 3.09100 -2.58739  -0.2714
H: 1.45722 2.25147 -0.50780  0.0711
H: 2.66533 3.16787 -1.38017  0.0740
H: 2.26272 1.51560 -1.86982  0.0454
H: 0.44766 2.14006 -3.10641  0.1034
H: 1.19003 3.75230 -3.09375  0.1033
H: -0.15478 4.22504 -0.95822  0.1162
H: -1.03387 4.09976 -2.48906  0.1058
H: -1.22719 2.28401 -0.15254  0.1231
H: -1.19521 1.52071 -1.75260  0.1009
H: -4.99482 3.09866 -1.64684  0.0737
C: 0.44537 -3.80461 -1.68715  -0.0194
C: 1.53950 -3.02204 -1.01818  -0.3183
C: 1.09275 -1.89617 -0.11952  -0.0862
O: 2.20870 -0.99016 -0.19839  0.0535
C: 2.80425 -1.18318 -1.39857  -0.5775
O: 3.62178 -0.45310 -1.86805  0.1394
O: 2.34560 -2.30378 -1.98659  0.0959
H: -0.19335 -4.26109 -0.93165  0.0945
H: -0.15444 -3.16209 -2.33432  0.0896
H: 0.87634 -4.59765 -2.29538  0.0863
H: 2.19986 -3.69843 -0.47282  0.1346
H: 0.94898 -2.23181 0.90345  0.1040
H: 0.20351 -1.38211 -0.49547  0.1383
C: 3.64942 0.27551 4.02379  -0.0151
C: 2.98787 -1.04616 4.30974  -0.3153
C: 3.93024 -2.20223 4.57808  -0.0730
O: 3.16552 -3.32854 4.11815  0.0424
C: 2.32253 -2.87903 3.16072  -0.5426
O: 1.70505 -3.57748 2.41909  0.1630
O: 2.28482 -1.53409 3.14889  0.0949
H: 4.25101 0.58868 4.87726  0.0929
H: 4.28770 0.19954 3.14305  0.0968
H: 2.90322 1.04299 3.82439  0.0900
H: 2.25854 -0.94802 5.11826  0.1593
H: 4.18744 -2.32585 5.62620  0.1401
H: 4.84178 -2.13689 3.98018  0.1441
C: -5.66454 5.92230 -4.29896  -0.0275
C: -5.86080 6.72319 -3.04092  -0.3301
C: -7.26316 7.25088 -2.81835  -0.0949
O: -7.02351 8.43757 -2.05450  0.0606
C: -5.78475 8.89032 -2.37537  -0.5642
O: -5.35691 9.95631 -2.07932  0.1684
O: -5.11033 7.95171 -3.08169  0.0847
H: -6.30290 5.03930 -4.29160  0.0890
H: -5.89329 6.52584 -5.17843  0.0922
H: -4.62952 5.59554 -4.38556  0.0836
H: -5.51856 6.15671 -2.17020  0.1528
H: -7.90518 6.57167 -2.26394  0.1370
H: -7.74934 7.53152 -3.75591  0.1388
C: 1.81574 -7.71238 4.08402  -0.0192
C: 2.68017 -7.45266 2.87876  -0.3201
C: 3.49900 -6.17851 2.93098  -0.0966
O: 3.61846 -5.84181 1.54442  0.0653
C: 2.53833 -6.35034 0.90650  -0.5592
O: 2.21167 -6.06057 -0.19858  0.1595
O: 1.87600 -7.21346 1.70873  0.0916
H: 2.43204 -7.80162 4.97894  0.0905
H: 1.10181 -6.89958 4.22095  0.0926
H: 1.24874 -8.63408 3.95985  0.0866
H: 3.31961 -8.31481 2.66917  0.1568
H: 4.48411 -6.30894 3.37152  0.1414
H: 2.97119 -5.36783 3.43899  0.1015


2.
The following is a DFT calculation (ωB97M-V/def2-TZVPD) of a molecular structure, C20H35AgBrNO3P in a non-equilibrium geometry.

Results
HOMO-LUMO gap (Ha): 0.251
HOMO level (hartree): -0.15364
2S+1: 1
LUMO level (eV): 2.637
Energy (a.u.): -4126.01783
Total charge: -1

Last column: Löwdin charge in e.
Geometry (Å):
Ag: 1.78593 -1.52649 -1.11149  0.5251
N: 1.46168 -1.83009 -3.70087  -0.0229
C: 2.22981 -2.82543 -4.44344  -0.2934
C: 3.65670 -2.88044 -3.91121  -0.1274
C: 3.64165 -3.59176 -2.51907  -0.7463
O: 3.66751 -4.82410 -2.51789  -0.0370
O: 3.57615 -2.84668 -1.51421  -0.1490
H: 0.48752 -1.83000 -3.98305  0.0717
H: 1.83183 -0.90501 -3.89788  0.0735
H: 2.23531 -2.60590 -5.52863  0.0998
H: 1.75631 -3.80298 -4.31340  0.1069
H: 4.03871 -1.86409 -3.80850  0.0999
H: 4.30236 -3.44286 -4.58662  0.1022
C: -2.20301 3.00142 4.08249  -0.0558
C: -0.75688 3.28754 3.64802  -0.5605
C: -0.61136 4.77812 3.30477  -0.0532
C: 0.15276 2.96524 4.83972  -0.0732
C: -0.39088 2.48616 2.40449  -0.2052
C: 0.73681 1.68905 2.32230  -0.1148
C: 1.02250 1.01944 1.15339  -0.5350
Br: 2.61622 -0.08504 1.15653  0.7260
C: 0.25940 1.07879 -0.03371  -0.4585
O: 0.56512 0.43739 -1.08875  -0.2224
C: -0.88855 1.94022 0.06125  -0.0960
C: -1.17139 2.58214 1.24728  -0.0030
C: -1.77936 2.07965 -1.17293  -0.5381
C: -0.94771 2.54729 -2.37601  -0.0530
C: -2.38909 0.70588 -1.48565  -0.0469
C: -2.91676 3.09269 -0.99959  -0.0770
H: -2.45096 3.57236 4.97761  0.0754
H: -2.32605 1.94450 4.30706  0.0857
H: -2.91439 3.26807 3.30647  0.0695
H: -0.79872 5.40406 4.17705  0.0749
H: -1.30852 5.05935 2.51939  0.0743
H: 0.39600 4.97365 2.94458  0.0869
H: -0.15572 3.54864 5.70802  0.0768
H: 1.18959 3.20913 4.62105  0.0789
H: 0.08888 1.90991 5.09925  0.0850
H: 1.41637 1.56075 3.14833  0.0811
H: -2.05703 3.19753 1.29317  0.0890
H: -0.14181 1.84504 -2.56580  0.0656
H: -0.52045 3.52979 -2.17875  0.0844
H: -1.57593 2.61618 -3.26607  0.0750
H: -1.59434 -0.02662 -1.60431  0.0680
H: -2.97640 0.74096 -2.40459  0.0761
H: -3.03759 0.38810 -0.66991  0.0828
H: -2.51885 4.07765 -0.76199  0.0801
H: -3.61219 2.78503 -0.22166  0.0762
H: -3.47057 3.16896 -1.93545  0.0767
C: -1.33746 -3.99664 0.66969  -0.3040
P: 0.23903 -3.40533 -0.11970  0.7752
C: 0.48269 -4.73258 -1.35574  -0.2965
C: 1.40431 -3.97427 1.17283  -0.3101
H: -1.24560 -5.03966 0.96441  0.0269
H: -2.16442 -3.88986 -0.02681  0.0235
H: -1.53275 -3.38708 1.54822  0.0259
H: 0.28549 -5.71894 -0.93405  0.0381
H: 1.51824 -4.67945 -1.69113  0.0043
H: -0.17435 -4.55658 -2.20759  0.0310
H: 1.22670 -5.01996 1.42158  0.0344
H: 1.28889 -3.35786 2.06410  0.0288
H: 2.40863 -3.84496 0.77339  0.0239


3.
The following is a DFT calculation (ωB97M-V/def2-TZVPD) of a molecular structure, C20H35AuBGeNO6S in a non-equilibrium geometry.

Results
HOMO-LUMO gap (Ha): 0.163
HOMO level (hartree): -0.00321
2S+1: 1
LUMO level (eV): 4.344
Energy (a.u.): -3925.01229
Total charge: -2

Last column: Löwdin charge in e.
Geometry (Å):
Au: 1.72174 -0.63999 -0.00329  0.8254
C: -3.28265 -1.69712 -0.68836  -0.0810
C: -2.91176 -1.42637 0.73877  -0.2513
C: -3.38353 -0.28949 1.39036  -0.0649
C: -2.95327 0.01764 2.66686  -0.0507
C: -2.05614 -0.82883 3.30374  -0.3098
C: -1.59112 -1.97892 2.68556  -0.0672
C: -2.02183 -2.26760 1.40011  -0.0263
S: -1.34344 -0.29097 4.81675  0.6159
O: -0.57174 -1.37794 5.36511  -0.3174
O: -2.32993 0.34726 5.65403  -0.3279
N: -0.39983 0.90902 4.24186  -0.1477
C: 0.84367 0.55334 3.54300  -0.2302
C: 1.35449 1.74992 2.76158  -0.1212
C: 2.75767 1.46890 2.21015  -0.7028
O: 3.68026 2.20278 2.57170  -0.0297
O: 2.88629 0.45027 1.44900  -0.2549
H: -3.91071 -0.90166 -1.08711  0.0565
H: -3.80332 -2.65370 -0.79168  0.0818
H: -2.36941 -1.74282 -1.28036  0.0454
H: -4.02667 0.40077 0.85958  0.0598
H: -3.26282 0.93593 3.14825  0.1133
H: -0.86261 -2.59915 3.18954  0.1078
H: -1.60968 -3.12107 0.87481  0.1123
H: -0.33360 1.67598 4.89814  0.1096
H: 0.62489 -0.25665 2.84562  0.0933
H: 1.59231 0.18632 4.25078  0.1249
H: 1.43000 2.62581 3.40936  0.1042
H: 0.66084 1.96587 1.94548  0.1178
C: -0.85989 -1.26775 -4.04046  -0.0062
C: 0.37768 -2.10865 -3.73970  -0.5085
C: 1.13598 -2.40592 -5.02386  -0.0212
O: 1.21537 -1.34110 -2.87408  -0.0019
B: 0.94281 -1.67701 -1.54005  -0.7783
O: 0.11695 -2.82329 -1.53943  -0.0104
C: 0.07005 -3.35578 -2.86934  -0.5085
C: 1.15608 -4.42745 -2.96334  -0.0248
C: -1.28664 -3.98717 -3.13273  -0.0146
H: -0.53422 -0.31153 -4.44988  0.0962
H: -1.41420 -1.04680 -3.12733  0.0708
H: -1.52082 -1.75646 -4.76156  0.0857
H: 1.28271 -1.47738 -5.57751  0.0848
H: 0.57448 -3.09854 -5.65777  0.0840
H: 2.11511 -2.83299 -4.81126  0.0788
H: 2.13765 -3.99186 -2.77266  0.0939
H: 1.16494 -4.91566 -3.94078  0.0789
H: 0.96562 -5.18003 -2.19638  0.0872
H: -2.09686 -3.27831 -2.98239  0.0679
H: -1.43656 -4.83003 -2.45478  0.0872
H: -1.33759 -4.35941 -4.16027  0.0863
C: -5.60963 1.77197 -0.53902  -0.2747
Ge: -3.78653 2.03583 -1.38659  0.6425
C: -4.23085 1.86714 -3.31928  -0.2566
C: -3.54216 3.98672 -1.08046  -0.2636
C: -2.27336 1.02895 -0.94823  -0.3233
H: -6.34004 2.48330 -0.94244  -0.0120
H: -5.54787 1.91891 0.54337  -0.0113
H: -5.97766 0.75762 -0.72104  -0.0088
H: -5.13896 2.42185 -3.57355  -0.0082
H: -4.38259 0.81712 -3.58358  -0.0070
H: -3.40289 2.24833 -3.92027  -0.0037
H: -4.43099 4.55911 -1.36351  -0.0095
H: -2.68716 4.33915 -1.66010  -0.0044
H: -3.33014 4.17819 -0.02538  -0.0027
H: -2.30638 0.01603 -1.36270  -0.1031
H: -1.99958 1.00798 0.10920  -0.0662